DFT (ωB97M-V/def2-TZVPD) results for 2 unconnected molecules or ions with the total composition C3H10N3O.

## Properties
E_HOMO = -0.4946 Ha
LUMO = -4.3 eV
Charge = +1
Gap between HOMO and LUMO = 0.336 hartree
E = -359.59499 a.u.
Relative energy (zero: lowest compared OMol25 entry of this formula, charge and spin) = 28.18 kcal per mole

Each atom is followed by the atoms it is bonded to, with distances in Å.
Atoms and positions in Å:
1 C -0.46 1.03 -1.77  C2 1.506, H5 1.089, H6 1.087, H7 1.096
2 C -0.42 1.68 -0.41  C1 1.506, N3 1.369, O4 1.208
3 N 0.84 1.86 0.10  C2 1.369, H8 1.008, H9 1.004
4 O -1.42 1.98 0.21  C2 1.208
5 H 0.36 1.30 -2.44  C1 1.089
6 H -1.40 1.24 -2.26  C1 1.087
7 H -0.42 -0.06 -1.66  C1 1.096
8 H 0.84 2.15 1.07  N3 1.008
9 H 1.63 1.45 -0.35  N3 1.004
10 N -0.58 -1.15 1.84  C11 1.310, H13 1.015, H14 1.012
11 C 0.46 -1.55 1.16  N10 1.310, N12 1.310, H15 1.084
12 N 0.42 -2.33 0.10  C11 1.310, H16 1.018, H17 1.015
13 H -1.49 -1.20 1.40  N10 1.015
14 H -0.49 -0.36 2.47  N10 1.012
15 H 1.44 -1.25 1.52  C11 1.084
16 H 1.15 -2.26 -0.61  N12 1.018
17 H -0.46 -2.53 -0.37  N12 1.015

Atomic partial charges in e from the natural (NBO) method, atoms 1 to 2: C -0.72; C 0.66

DFT (ωB97M-V/def2-TZVPD) results for a gas-phase ion, C5H15N4 (charge +1).

## Properties
E_HOMO = -0.4778 Ha
SMILES = C[C@@H](N)C[C@@H](N)C(N)=[NH2+]
LUMO = -3.1 eV
Charge = +1
Gap between HOMO and LUMO = 0.363 hartree
E = -418.27867 a.u.
Relative energy (zero: lowest compared OMol25 entry of this formula, charge and spin) = 1.99 kcal per mole

Each atom is followed by the atoms it is bonded to, with distances in Å.
Atoms and positions in Å:
1 C 2.75 0.15 0.50  C2 1.581, H10 1.068, H11 1.143, H12 1.011
2 C 1.35 0.07 -0.23  C1 1.581, N3 1.455, C4 1.520, H13 1.037
3 N 1.09 -1.22 -0.86  C2 1.455, H14 1.023, H15 1.026
4 C 0.30 0.54 0.76  C2 1.520, C5 1.590, H16 1.104, H17 1.111
5 C -1.18 0.84 0.25  C4 1.590, N6 1.438, C7 1.513, H18 1.169
6 N -1.23 1.31 -1.11  C5 1.438, H19 1.098, H20 1.008
7 C -2.12 -0.35 0.26  C5 1.513, N8 1.358, N9 1.283
8 N -3.46 -0.14 0.40  C7 1.358, H21 0.995, H22 1.059
9 N -1.67 -1.52 -0.01  C7 1.283, H23 1.048, H24 1.088
10 H 3.49 -0.23 -0.18  C1 1.068
11 H 2.74 -0.53 1.42  C1 1.143
12 H 2.89 1.11 0.77  C1 1.011
13 H 1.47 0.72 -1.03  C2 1.037
14 H 1.96 -1.44 -1.35  N3 1.023
15 H 1.09 -1.72 0.04  N3 1.026
16 H 0.57 1.58 1.01  C4 1.104
17 H 0.18 -0.22 1.57  C4 1.111
18 H -1.60 1.59 1.03  C5 1.169
19 H -0.88 2.33 -1.34  N6 1.098
20 H -1.13 0.67 -1.88  N6 1.008
21 H -3.74 0.81 0.48  N8 0.995
22 H -4.14 -0.94 0.53  N8 1.059
23 H -0.77 -1.71 -0.51  N9 1.048
24 H -2.51 -2.19 -0.16  N9 1.088

Atomic partial charges in e from the natural (NBO) method, atoms 1 to 2: C -0.60; C -0.06

Question: gap between HOMO and LUMO of number 1 (C3H10N3O)?
Answer: 0.336 hartree

What did the first record say?
DFT (ωB97M-V/def2-TZVPD) results for 2 unconnected molecules or ions with the total composition C3H10N3O.

## Properties
E_HOMO = -0.4946 Ha
LUMO = -4.3 eV
Charge = +1
Gap between HOMO and LUMO = 0.336 hartree
E = -359.59499 a.u.
Relative energy (zero: lowest compared OMol25 entry of this formula, charge and spin) = 28.18 kcal per mole

Each atom is followed by the atoms it is bonded to, with distances in Å.
Atoms and positions in Å:
1 C -0.46 1.03 -1.77  C2 1.506, H5 1.089, H6 1.087, H7 1.096
2 C -0.42 1.68 -0.41  C1 1.506, N3 1.369, O4 1.208
3 N 0.84 1.86 0.10  C2 1.369, H8 1.008, H9 1.004
4 O -1.42 1.98 0.21  C2 1.208
5 H 0.36 1.30 -2.44  C1 1.089
6 H -1.40 1.24 -2.26  C1 1.087
7 H -0.42 -0.06 -1.66  C1 1.096
8 H 0.84 2.15 1.07  N3 1.008
9 H 1.63 1.45 -0.35  N3 1.004
10 N -0.58 -1.15 1.84  C11 1.310, H13 1.015, H14 1.012
11 C 0.46 -1.55 1.16  N10 1.310, N12 1.310, H15 1.084
12 N 0.42 -2.33 0.10  C11 1.310, H16 1.018, H17 1.015
13 H -1.49 -1.20 1.40  N10 1.015
14 H -0.49 -0.36 2.47  N10 1.012
15 H 1.44 -1.25 1.52  C11 1.084
16 H 1.15 -2.26 -0.61  N12 1.018
17 H -0.46 -2.53 -0.37  N12 1.015

Atomic partial charges in e from the natural (NBO) method, atoms 1 to 2: C -0.72; C 0.66

Question: Which value of relative energy (zero: lowest compared OMol25 entry of this formula, charge and spin) does entry 2 give?
Answer: 1.99 kcal per mole